The following is a quantum chemistry calculation of a cluster of 2 separate species, C4H12NO2 in total at a distorted geometry, from the OMol25 dataset.

Results
- HOMO-LUMO gap: 7.756 eV
- HOMO energy: -3.73 eV
- Total energy: -9927.175 eV
- Spin multiplicity: 1
- Net charge: -1

Geometry as XYZ:
```
19
Properties=species:S:1:pos:R:3:lowdin_charge:R:1
C 1.719 1.263 -0.757 -0.12
N 0.371 0.632 -0.978 -0.08
C -1.595 1.827 0.231 -0.09
C -0.458 0.764 0.214 -0.44
C -0.859 -0.602 0.859 -0.26
O 0.251 -1.323 1.431 -0.14
H 1.651 2.290 -1.104 0.05
H 2.486 0.646 -1.213 0.06
H 1.894 1.208 0.326 0.06
H 0.472 -0.422 -1.047 0.05
H -2.043 1.717 1.230 0.06
H -1.204 2.830 0.182 0.05
H -2.432 1.680 -0.459 0.06
H 0.059 1.262 1.032 0.10
H -1.478 -0.298 1.755 0.11
H -1.403 -1.148 0.090 0.10
H 0.420 -1.910 0.625 0.02
H 1.102 -2.744 -1.458 -0.12
O 0.359 -2.329 -1.011 -0.48
```

=====

The following is a quantum chemistry calculation of a cluster of 2 separate species, C4H12NO2 in total, from the OMol25 dataset.

Results
- HOMO-LUMO gap: 7.589 eV
- HOMO energy: -3.45 eV
- Total energy: -9927.912 eV
- Spin multiplicity: 1
- Net charge: -1

Geometry as XYZ:
```
19
Properties=species:S:1:pos:R:3:lowdin_charge:R:1
C 0.831 1.142 -0.296 -0.44
O -0.334 1.377 -0.998 -0.33
C 0.577 0.399 1.013 -0.20
C 0.211 -1.107 0.902 -0.21
C 0.536 -1.801 -0.422 -0.32
N -0.466 -1.536 -1.464 -0.02
H 1.545 0.580 -0.935 0.08
H 1.365 2.088 -0.040 0.09
H 1.366 0.521 1.755 0.08
H -0.273 0.899 1.491 0.09
H 0.782 -1.643 1.671 0.09
H -0.837 -1.300 1.135 0.10
H 0.564 -2.879 -0.236 0.08
H 1.518 -1.467 -0.755 0.09
H -0.033 -1.026 -2.231 0.05
H -1.067 -0.793 -1.111 0.04
H -1.415 2.131 -0.298 -0.03
H -2.661 1.831 0.601 -0.02
O -2.209 2.585 0.218 -0.19
```